[1]
Here is a structure of composition C7H19AlBrNO3P from OMol25. Energies are from ωB97M-V with the def2-TZVPD basis set.

Geometry as ORCA input:
```
! RIJCOSX wB97M-V def2-TZVPD def2/J DEFGRID3
* xyz -1 1
C 2.064 -2.168 1.136
C 2.420 -2.389 -0.333
Br 0.813 -3.060 -1.305
C 2.971 -1.157 -1.019
Al 1.951 0.604 -1.037
C -0.036 0.432 -0.841
O -0.637 1.739 -0.997
C -1.744 1.952 -0.223
O -2.826 1.089 -0.570
C -3.256 0.183 0.419
C -4.264 -0.720 -0.254
O -5.324 0.024 -0.835
P 2.673 1.812 0.962
N 1.975 3.213 1.292
H 0.993 -2.019 1.275
H 2.563 -1.266 1.494
H 2.370 -3.010 1.759
H 3.073 -3.255 -0.432
H 3.919 -0.943 -0.499
H 3.248 -1.406 -2.049
H 2.409 1.474 -2.311
H -0.326 0.016 0.137
H -0.475 -0.249 -1.580
H -1.516 1.814 0.846
H -2.064 2.978 -0.415
H -2.418 -0.422 0.789
H -3.709 0.705 1.271
H -4.720 -1.402 0.466
H -3.741 -1.312 -1.014
H -4.904 0.647 -1.437
H 2.650 0.900 2.064
H 4.113 1.863 0.966
H 1.756 3.336 2.274
*
```

Orbital gap, eV: 7.06
HOMO level, eV: -4.185

[2]
Here is a cluster of 15 separate species, C33H72O27 in total in a non-equilibrium geometry from OMol25. Energies are from ωB97M-V with the def2-TZVPD basis set.

Geometry as ORCA input:
```
! RIJCOSX wB97M-V def2-TZVPD def2/J DEFGRID3
* xyz 0 1
C 1.060 4.806 1.587
O 1.632 4.012 0.570
H 0.309 4.289 2.200
H 1.840 5.126 2.278
H 0.541 5.666 1.156
H 1.114 4.139 -0.245
C -0.094 -4.526 2.214
O -0.239 -5.624 1.301
H 0.765 -4.710 2.860
H 0.120 -3.636 1.625
H -0.968 -4.366 2.848
H -0.235 -6.425 1.832
C 1.817 2.528 4.785
O 2.775 2.195 5.792
H 0.840 2.733 5.236
H 2.044 3.444 4.238
H 1.796 1.664 4.116
H 2.340 1.591 6.399
C -1.017 4.731 -2.386
O 0.279 4.598 -1.841
H -1.547 5.486 -1.797
H -1.054 5.129 -3.405
H -1.606 3.811 -2.326
H 0.724 3.864 -2.307
C 5.042 1.021 -1.582
O 5.997 1.609 -0.736
H 5.502 0.278 -2.234
H 4.188 0.564 -1.070
H 4.624 1.773 -2.263
H 5.483 2.179 -0.130
C 4.822 3.784 1.986
O 4.219 2.989 0.978
H 4.412 3.567 2.979
H 5.901 3.645 1.981
H 4.633 4.851 1.816
H 3.287 3.285 0.902
C 1.501 -0.765 -4.180
O 2.401 -0.154 -3.274
H 1.971 -0.940 -5.151
H 1.114 -1.725 -3.829
H 0.604 -0.161 -4.327
H 2.920 -0.851 -2.835
C 2.129 3.105 -4.099
O 1.724 2.481 -2.877
H 2.201 4.184 -3.953
H 3.133 2.775 -4.385
H 1.427 2.881 -4.908
H 1.960 1.532 -2.965
C 2.268 -3.497 -1.605
O 3.221 -2.490 -1.920
H 2.101 -3.555 -0.522
H 1.291 -3.232 -2.007
H 2.615 -4.469 -1.949
H 4.119 -2.819 -1.845
C -4.057 -2.385 4.292
C -4.018 -1.746 2.936
C -2.899 -2.242 1.987
O -3.599 -2.948 0.979
C -4.909 -2.610 1.027
O -5.679 -2.847 0.157
O -5.205 -2.034 2.197
H -4.932 -2.169 4.903
H -3.213 -2.097 4.929
H -3.923 -3.471 4.235
H -3.859 -0.670 3.006
H -2.182 -2.872 2.510
H -2.352 -1.385 1.606
C -0.525 -5.935 -2.062
C -1.670 -5.217 -2.739
C -2.387 -4.245 -1.784
O -2.467 -3.012 -2.491
C -1.710 -3.110 -3.627
O -1.473 -2.201 -4.351
O -1.151 -4.313 -3.711
H -0.935 -6.756 -1.468
H -0.024 -5.308 -1.324
H 0.204 -6.345 -2.758
H -2.351 -5.933 -3.200
H -1.858 -4.211 -0.830
H -3.365 -4.664 -1.547
C -0.393 -0.667 -1.244
C 0.593 -0.499 -0.097
C 0.997 0.964 0.138
O 0.640 1.195 1.505
C -0.037 0.157 2.014
O -0.449 0.044 3.124
O -0.126 -0.826 1.099
H -1.240 0.018 -1.141
H -0.886 -1.641 -1.201
H 0.076 -0.478 -2.208
H 1.471 -1.141 -0.193
H 0.534 1.670 -0.553
H 2.068 1.125 0.007
C -3.243 0.932 -3.219
C -4.444 0.151 -3.733
C -4.956 -0.887 -2.769
O -6.376 -0.685 -2.775
C -6.672 0.464 -3.430
O -7.756 0.924 -3.519
O -5.546 1.051 -3.884
H -2.508 0.285 -2.735
H -3.590 1.613 -2.438
H -2.696 1.525 -3.951
H -4.232 -0.309 -4.700
H -4.652 -0.801 -1.722
H -4.693 -1.883 -3.121
C -2.458 3.173 2.999
C -3.120 3.095 1.638
C -2.175 3.005 0.461
O -2.626 1.906 -0.310
C -3.544 1.225 0.390
O -4.059 0.237 -0.002
O -3.792 1.814 1.571
H -1.637 2.460 3.130
H -3.158 2.833 3.769
H -2.125 4.160 3.317
H -3.784 3.954 1.530
H -1.169 2.742 0.820
H -2.068 3.899 -0.147
C 5.321 0.330 3.409
C 4.001 -0.090 2.779
C 4.122 -1.067 1.597
O 3.226 -2.114 1.945
C 2.796 -1.967 3.223
O 2.052 -2.709 3.768
O 3.342 -0.884 3.780
H 5.855 -0.593 3.656
H 5.206 0.917 4.316
H 5.959 0.857 2.694
H 3.408 0.810 2.597
H 5.159 -1.402 1.544
H 3.878 -0.535 0.680
*
```

Orbital gap, eV: 10.32
HOMO level, eV: -10.182
ΔE to the lowest compared entry with this formula, charge and spin, kJ/mol: 0.0

[3]
Here is a cluster of 2 separate species, C3H4O2 in total in a non-equilibrium geometry from OMol25. Energies are from ωB97M-V with the def2-TZVPD basis set.

Geometry as ORCA input:
```
! RIJCOSX wB97M-V def2-TZVPD def2/J DEFGRID3
* xyz 0 1
C -1.363 -1.136 0.538
C 1.223 0.005 -0.309
C -1.579 -0.063 0.036
O 2.037 -0.792 -0.036
O 0.938 1.150 0.339
H -1.407 -2.092 0.979
H 0.818 0.050 -1.280
H -1.569 0.989 0.027
H 0.900 1.888 -0.293
*
```

Orbital gap, eV: 11.17
HOMO level, eV: -10.564
ΔE to the lowest compared entry with this formula, charge and spin, kJ/mol: 291.5

[4]
Here is a structure of composition C50H52CrF3N3O4S2 in a non-equilibrium geometry from OMol25. Energies are from ωB97M-V with the def2-TZVPD basis set.

Geometry as ORCA input:
```
! RIJCOSX wB97M-V def2-TZVPD def2/J DEFGRID3
* xyz 0 5
Cr 14.360 12.233 12.182
C 10.475 18.034 14.288
C 9.917 17.023 13.232
C 9.253 17.768 12.054
C 8.831 16.233 13.954
C 11.082 16.124 12.803
C 11.294 14.871 13.294
C 12.378 14.125 12.778
N 12.943 13.028 13.400
C 12.897 12.464 14.614
C 12.407 13.088 15.779
C 12.644 12.503 17.002
C 13.160 11.177 17.037
C 13.522 10.511 15.855
C 13.625 11.247 14.659
O 14.225 10.805 13.575
C 14.032 9.060 15.954
C 13.854 8.331 14.645
C 15.575 9.088 16.200
C 13.424 8.212 17.100
C 12.492 13.229 18.298
C 11.890 14.654 18.073
C 11.471 12.440 19.255
C 13.896 13.285 18.968
C 13.143 14.635 11.644
O 14.110 13.867 11.149
C 12.897 15.880 11.128
C 11.862 16.617 11.755
C 13.766 16.487 10.057
C 15.196 16.589 10.661
C 13.208 17.933 9.690
C 13.629 15.743 8.673
H 9.576 18.355 14.806
H 11.039 18.901 13.940
H 11.108 17.537 15.063
H 8.303 18.226 12.315
H 9.092 17.082 11.188
H 9.765 18.683 11.799
H 7.855 16.741 13.778
H 8.981 16.048 15.025
H 8.752 15.200 13.542
H 10.620 14.384 13.979
H 11.887 14.009 15.622
H 13.080 10.678 18.013
H 14.537 8.834 13.864
H 12.720 8.332 14.398
H 14.170 7.255 14.876
H 16.146 9.810 15.545
H 15.991 8.104 15.931
H 15.757 9.402 17.219
H 12.362 8.029 16.979
H 13.508 8.731 18.020
H 13.894 7.219 17.215
H 10.883 14.727 17.649
H 12.564 15.246 17.410
H 11.861 15.200 19.015
H 10.440 12.543 18.819
H 11.400 13.063 20.187
H 11.748 11.392 19.542
H 14.627 13.883 18.422
H 14.298 12.288 19.080
H 13.709 13.808 19.914
H 11.774 17.696 11.560
H 15.175 17.025 11.648
H 15.787 17.148 9.915
H 15.686 15.614 10.797
H 13.267 18.674 10.488
H 12.132 17.701 9.393
H 13.681 18.419 8.835
H 14.212 14.781 8.721
H 13.958 16.416 7.856
H 12.551 15.607 8.627
S 20.570 12.071 8.525
C 21.538 13.416 8.995
C 20.932 14.185 9.986
C 19.697 13.682 10.367
C 19.352 12.484 9.682
C 18.061 11.756 9.813
C 17.173 12.148 10.820
N 15.931 11.604 10.971
C 15.418 10.909 9.900
C 16.299 10.439 8.833
C 15.674 9.863 7.694
C 14.337 9.568 7.669
C 13.483 9.919 8.787
C 12.137 9.460 8.885
C 11.475 9.649 10.093
C 12.057 10.588 11.047
N 13.296 10.983 10.922
C 14.068 10.599 9.833
C 10.244 8.927 10.437
C 9.544 8.043 9.549
C 8.446 7.506 10.268
C 8.357 7.900 11.555
S 9.566 9.130 12.036
C 17.632 10.856 8.820
H 22.415 13.716 8.417
H 21.420 15.015 10.531
H 18.968 14.034 11.121
H 17.423 12.895 11.578
H 16.278 9.678 6.829
H 13.845 9.121 6.814
H 11.596 9.068 8.028
H 11.521 10.829 11.971
H 9.857 7.700 8.592
H 7.733 6.763 9.850
H 7.611 7.570 12.276
H 18.238 10.408 8.025
F 15.337 15.019 15.404
C 16.532 14.945 14.779
F 17.382 14.221 15.610
F 17.070 16.195 14.755
C 16.446 14.209 13.409
O 17.072 14.672 12.452
O 15.724 13.157 13.499
*
```

Orbital gap (spin up / spin down), eV: 4.98 / 5.51
HOMO level (spin up / spin down), eV: -6.485 / -7.106
⟨S²⟩: 6.0597
ΔE to the lowest compared entry with this formula, charge and spin, kJ/mol: 102.6

[5]
Here is the molecule C3H7N3O in a non-equilibrium geometry from OMol25. Energies are from ωB97M-V with the def2-TZVPD basis set.

Geometry as ORCA input:
```
! RIJCOSX wB97M-V def2-TZVPD def2/J DEFGRID3
* xyz 0 1
C -1.539 -0.524 -0.034
C -0.232 -1.138 -0.423
C 0.721 -0.791 0.631
H 0.026 1.301 -0.629
H -1.038 2.531 0.388
H -2.407 -1.181 -0.056
H -0.320 -2.232 -0.493
H 0.093 -0.788 -1.368
H 0.499 -1.053 1.662
H 2.821 1.121 -0.295
N -0.707 1.483 0.171
N -1.775 0.688 0.225
N 1.785 -0.039 0.748
O 2.073 0.622 -0.525
*
```

Orbital gap, eV: 9.51
HOMO level, eV: -8.623
ΔE to the lowest compared entry with this formula, charge and spin, kJ/mol: 434.1

[6]
Here is the ion C6H16N4 with charge +2 in a non-equilibrium geometry from OMol25. Energies are from ωB97M-V with the def2-TZVPD basis set.

Geometry as ORCA input:
```
! RIJCOSX wB97M-V def2-TZVPD def2/J DEFGRID3
* xyz 2 3
C -2.054 -1.366 -0.149
C -0.958 -1.207 -0.814
C 1.103 1.894 -0.119
C -2.656 -2.690 0.186
C 2.054 -0.601 0.298
C 0.754 0.249 0.288
N 1.585 2.278 -1.312
N -0.046 0.153 1.417
N 0.776 2.813 0.775
N -0.258 0.018 -1.067
H -2.645 -0.512 0.317
H -0.493 -2.202 -1.233
H -3.671 -2.635 -0.134
H -2.564 -2.893 1.294
H -2.078 -3.350 -0.427
H 2.044 -1.459 1.034
H 2.306 -1.132 -0.649
H 2.968 -0.047 0.574
H 2.201 1.790 -1.966
H 1.649 3.339 -1.302
H -0.795 0.791 1.599
H 0.198 -0.297 2.255
H 0.288 2.480 1.586
H 1.000 3.834 0.776
H 0.275 -0.013 -2.043
H -0.983 0.765 -1.183
*
```

Orbital gap (spin up / spin down), eV: 5.26 / 3.82
HOMO level (spin up / spin down), eV: -12.544 / -16.830
⟨S²⟩: 2.0087
ΔE to the lowest compared entry with this formula, charge and spin, kJ/mol: 127.9

Please write out number 3 again, unchanged.
Here is a cluster of 2 separate species, C3H4O2 in total in a non-equilibrium geometry from OMol25. Energies are from ωB97M-V with the def2-TZVPD basis set.

Geometry as ORCA input:
```
! RIJCOSX wB97M-V def2-TZVPD def2/J DEFGRID3
* xyz 0 1
C -1.363 -1.136 0.538
C 1.223 0.005 -0.309
C -1.579 -0.063 0.036
O 2.037 -0.792 -0.036
O 0.938 1.150 0.339
H -1.407 -2.092 0.979
H 0.818 0.050 -1.280
H -1.569 0.989 0.027
H 0.900 1.888 -0.293
*
```

Orbital gap, eV: 11.17
HOMO level, eV: -10.564
ΔE to the lowest compared entry with this formula, charge and spin, kJ/mol: 291.5